Record 1
C8H6 | ωB97M-V with the def2-TZVPD basis set

## Properties
Electronic energy (hartree): -308.11021
E_LUMO (eV): -0.078
HOMO-LUMO gap (hartree): 0.303

Structure (XYZ):
```
14
Properties=species:S:1:pos:R:3:mulliken_charge:R:1
C -0.792 -2.837 -0.296 0.045
C -1.859 -3.077 0.784 -1.026
C -0.823 -0.936 1.991 -0.772
C 0.197 -0.305 1.310 -0.385
C -1.260 -2.002 1.234 0.944
C 0.070 -1.898 -0.145 -0.124
C 0.462 -0.578 -0.100 0.333
C -0.481 0.194 -0.945 -1.074
H -1.255 -0.629 2.936 0.385
H 0.684 0.524 1.788 0.410
H 1.537 -0.694 -0.333 0.319
H -0.340 -0.136 -2.041 0.293
H -0.456 1.370 -0.818 0.309
H -1.492 -0.064 -0.650 0.346
```

---

Record 2
CH9NO2 | ωB97M-V with the def2-TZVPD basis set

## Properties
Electronic energy (hartree): -248.67201
E_LUMO (eV): 0.912
HOMO-LUMO gap (hartree): 0.401

Structure (XYZ):
```
13
Properties=species:S:1:pos:R:3:mulliken_charge:R:1
C 0.234 1.545 0.371 -0.750
N 0.965 0.542 -0.433 -0.530
H 0.226 1.235 1.439 0.213
H -0.808 1.617 0.024 0.268
H 0.686 2.547 0.270 0.334
H 1.912 0.821 -0.627 0.267
H 0.974 -0.373 -0.008 0.248
H -1.989 -0.960 -1.507 0.265
H -0.402 0.101 -0.967 0.598
O -1.573 -0.588 -0.705 -0.903
H -0.531 -1.742 0.201 0.405
H 0.020 -2.707 1.292 0.310
O 0.286 -2.039 0.651 -0.724
```

---

Record 3
C34H49N4O3STl | ωB97M-V with the def2-TZVPD basis set

## Properties
Electronic energy (hartree): -2340.13003
Multiplicity: 2
Charge: +1
E_LUMO (alpha / beta) (eV): -1.947 / -2.587
HOMO-LUMO gap (alpha / beta) (hartree): 0.307 / 0.286

Structure (XYZ):
```
92
Properties=species:S:1:pos:R:3:lowdin_spin:R:1
Tl -0.562 0.606 -0.209 0.050
N 0.600 -2.976 2.806 0.004
C 0.342 -1.745 2.310 0.035
O 0.117 -1.590 1.109 0.003
C 0.365 -0.640 3.378 0.107
C 0.142 0.754 2.911 0.685
H 0.622 -3.761 2.180 0.001
H 0.824 -3.123 3.774 0.001
H 1.353 -0.712 3.850 0.014
H -0.379 -0.928 4.122 0.005
H 0.988 1.349 2.591 0.037
H -0.788 1.266 3.131 0.038
C 0.151 1.686 -4.091 0.001
C -0.012 0.205 -4.321 0.000
C -0.773 -0.287 -5.376 0.000
C -0.903 -1.651 -5.585 0.000
C -0.289 -2.540 -4.713 0.000
C 0.465 -2.087 -3.638 0.000
C 1.056 -3.041 -2.631 0.000
C 0.616 -0.707 -3.469 0.001
N 1.345 -0.202 -2.363 0.006
C 2.614 -0.183 -2.384 0.000
C 3.423 -0.649 -3.566 0.000
C 3.389 0.339 -1.187 0.000
C 4.887 0.417 -1.308 0.000
N 2.751 0.668 -0.147 -0.001
C 3.414 1.111 1.019 -0.001
C 3.362 2.476 1.335 -0.001
C 2.719 3.445 0.376 0.000
C 3.924 2.901 2.531 0.000
C 4.515 1.998 3.404 0.000
C 4.550 0.651 3.079 0.000
C 4.007 0.186 1.884 0.000
C 4.057 -1.283 1.534 0.000
H -0.414 2.258 -4.825 0.000
H 1.200 1.988 -4.157 0.000
H -0.196 1.965 -3.091 0.002
H -1.263 0.412 -6.047 0.000
H -1.488 -2.021 -6.420 0.000
H -0.395 -3.610 -4.867 0.000
H 0.701 -4.056 -2.812 0.000
H 0.768 -2.740 -1.620 0.000
H 2.150 -3.060 -2.676 0.000
H 2.770 -0.993 -4.364 0.000
H 4.092 -1.464 -3.279 0.000
H 4.047 0.162 -3.948 0.000
H 5.313 -0.583 -1.421 0.000
H 5.317 0.881 -0.424 0.000
H 5.178 0.997 -2.185 0.000
H 1.723 3.100 0.085 0.000
H 3.305 3.539 -0.543 0.000
H 2.630 4.433 0.823 0.000
H 3.896 3.956 2.781 0.000
H 4.953 2.345 4.333 0.000
H 5.012 -0.058 3.758 0.000
H 4.077 -1.894 2.438 0.000
H 4.962 -1.521 0.966 0.000
H 3.199 -1.579 0.928 0.000
O -1.739 -1.228 -1.669 0.011
N -2.750 -1.502 -2.437 0.001
C -3.573 -0.523 -2.877 0.000
C -4.629 -0.805 -3.717 0.000
C -4.857 -2.106 -4.136 0.000
C -4.004 -3.099 -3.680 0.000
C -2.968 -2.780 -2.831 0.000
H -3.338 0.467 -2.519 0.000
H -5.264 0.008 -4.042 0.000
H -5.683 -2.340 -4.794 0.000
H -4.131 -4.131 -3.980 0.000
H -2.269 -3.495 -2.428 0.000
C -3.626 0.593 5.400 0.000
C -4.671 -0.268 4.686 0.000
C -4.716 -0.019 3.175 0.000
S -3.260 -0.755 2.372 0.001
O -3.114 -0.116 1.020 0.000
C -3.940 -2.450 2.146 0.000
C -4.312 -2.700 0.693 0.000
C -5.655 -2.064 0.335 0.000
H -3.507 0.287 6.440 0.000
H -3.923 1.644 5.391 0.000
H -2.649 0.514 4.915 0.000
H -5.655 -0.063 5.105 0.000
H -4.468 -1.329 4.871 0.000
H -4.654 1.043 2.934 0.000
H -5.609 -0.436 2.708 0.000
H -4.805 -2.559 2.804 0.000
H -3.155 -3.126 2.492 0.000
H -4.354 -3.780 0.533 0.000
H -3.521 -2.298 0.057 0.000
H -6.444 -2.424 1.001 0.000
H -5.947 -2.310 -0.686 0.000
H -5.600 -0.976 0.416 0.000
```

---

Record 4
C24H19AlF2I2N3O2 | ωB97M-V with the def2-TZVPD basis set

## Properties
Electronic energy (hartree): -2278.24418
Charge: +1
E_LUMO (eV): -2.976
HOMO-LUMO gap (hartree): 0.276

Structure (XYZ):
```
53
Properties=species:S:1:pos:R:3:mulliken_charge:R:1
Al 0.413 -0.762 -0.363 -0.256
I -2.655 -3.106 -2.233 0.031
C -3.407 -1.393 -1.275 -0.415
C -4.795 -1.187 -1.226 -0.280
C -5.302 -0.075 -0.619 -0.365
I -7.393 0.178 -0.599 0.096
C -4.442 0.892 -0.041 1.082
C -4.880 2.064 0.611 -0.617
C -3.966 2.952 1.104 -1.143
C -2.601 2.655 0.966 0.074
N -2.144 1.569 0.393 -0.040
C -3.037 0.688 -0.121 0.132
C -2.518 -0.492 -0.741 0.157
O -1.208 -0.699 -0.757 0.095
H -5.456 -1.918 -1.669 0.392
H -5.940 2.248 0.715 0.210
H -4.280 3.868 1.584 0.404
H -1.856 3.347 1.352 0.370
F 5.287 0.631 -2.209 -0.309
C 4.464 -0.278 -1.677 0.243
C 3.098 -0.084 -1.789 -0.380
C 2.211 -0.986 -1.213 -0.541
C 2.752 -2.109 -0.551 -0.169
C 4.134 -2.265 -0.463 0.357
F 4.650 -3.295 0.225 -0.318
C 5.011 -1.355 -1.009 -0.660
C 1.809 -3.052 0.080 0.830
C 2.038 -4.410 0.260 -0.864
C 1.054 -5.193 0.840 -0.334
C -0.145 -4.613 1.238 -0.956
C -0.320 -3.267 1.015 -0.035
N 0.630 -2.510 0.451 0.276
H 2.760 0.783 -2.342 0.570
H 6.080 -1.467 -0.896 0.519
H 2.965 -4.856 -0.064 0.484
H 1.221 -6.254 0.971 0.446
H -0.933 -5.195 1.691 0.431
H -1.237 -2.758 1.281 0.512
C 0.651 2.571 -1.370 -1.193
N 1.073 2.745 0.019 0.403
C 1.402 4.126 0.369 -1.260
C 1.146 1.785 0.927 1.106
C 1.607 2.146 2.299 -1.667
O 0.849 0.567 0.724 0.051
H 1.356 3.089 -2.019 0.476
H -0.347 2.981 -1.508 0.343
H 0.624 1.534 -1.658 0.269
H 1.058 4.776 -0.429 0.447
H 2.480 4.255 0.478 0.349
H 0.918 4.432 1.295 0.426
H 2.427 2.860 2.276 0.489
H 1.916 1.246 2.821 0.388
H 0.781 2.595 2.856 0.341
```

---

Record 5
C2H6N4S | ωB97M-V with the def2-TZVPD basis set

## Properties
Electronic energy (hartree): -696.84748
E_LUMO (eV): 0.582
HOMO-LUMO gap (hartree): 0.329

Structure (XYZ):
```
13
Properties=species:S:1:pos:R:3:mulliken_charge:R:1
C 0.196 -1.652 -0.824 -0.677
C -0.337 1.855 0.572 -0.705
N -2.573 -0.514 0.345 0.805
N -1.604 -1.163 0.626 -0.632
N -3.124 0.374 -0.092 -0.494
N -0.495 -0.669 -0.137 0.149
S -0.635 0.875 -0.930 -0.075
H -0.375 -2.438 -1.457 0.221
H 0.783 -1.030 -1.421 0.308
H 0.733 -2.284 -0.078 0.239
H 0.661 1.533 0.861 0.258
H -1.202 1.627 1.190 0.312
H -0.402 2.876 0.046 0.290
```

---

Record 6
C12H16N | ωB97M-V with the def2-TZVPD basis set

## Properties
Electronic energy (hartree): -521.16717
Charge: +1
E_LUMO (eV): -4.912
HOMO-LUMO gap (hartree): 0.276

Structure (XYZ):
```
29
Properties=species:S:1:pos:R:3:mulliken_charge:R:1
C 2.221 -0.239 1.060 -1.010
C 2.175 0.646 -1.213 -0.927
C 0.888 -0.563 1.025 -0.427
C 0.841 0.210 -1.324 -0.310
C 2.803 0.490 0.068 0.928
C 0.156 -0.449 -0.234 0.988
C -3.005 2.124 0.309 -0.373
C -2.083 1.984 1.188 -0.197
C 4.042 1.267 0.223 -1.389
C -1.519 -2.179 0.540 -1.585
C -1.845 -0.905 -1.571 -1.302
C -1.161 -1.034 -0.327 1.230
N -2.652 0.673 0.794 -0.341
H 2.764 -0.215 2.005 0.344
H 2.713 0.973 -2.052 0.483
H 0.635 -1.016 1.978 0.287
H 0.270 0.293 -2.286 0.285
H -3.789 2.634 -0.028 0.421
H -1.313 2.383 1.780 0.397
H 4.015 2.337 -0.201 0.350
H 4.292 1.489 1.263 0.397
H 4.903 0.847 -0.288 0.340
H -0.836 -3.022 0.361 0.387
H -1.243 -1.921 1.580 0.305
H -2.545 -2.441 0.371 0.497
H -1.208 -1.070 -2.454 0.396
H -2.775 -1.562 -1.442 0.313
H -2.363 0.126 -1.634 0.284
H -3.303 0.343 1.477 0.228
```